# 1
Computed, not measured: the molecule C4H7F in a non-equilibrium geometry, with ωB97M-V/def2-TZVPD.

Structure (ORCA input):
```
! wB97M-V def2-TZVPD RIJCOSX def2/J DEFGRID3
* xyz 0 1
C -2.05328 0.12174 0.04052
C -0.78228 -0.63330 -0.08142
C 0.43586 -0.09483 -0.05238
C 0.88407 1.28600 -0.01150
F 1.56679 -0.90404 0.05518
H -2.63460 -0.11408 -0.83883
H -1.95082 1.20662 0.17102
H -2.66136 -0.32958 0.85249
H -0.80225 -1.74235 -0.03848
H 1.64021 1.33273 -0.79364
H 0.13209 2.11853 -0.18531
H 1.26940 1.58688 0.96484
*
```

Calculated values
**SMILES**: C/C=C(\C)F
**HOMO-LUMO gap**: 10.2054 eV
**Molar mass**: 74.1 Da
**F_max**: 2.413 eV/A
**LUMO**: 1.1 eV
**Energy relative to the best compared isomer or geometry (same formula, charge and spin)**: 0.0 kJ/mol



# 2
Computed, not measured: a cluster of 2 separate species, C4H7F2N in total in a non-equilibrium geometry, with ωB97M-V/def2-TZVPD.

Structure (ORCA input):
```
! wB97M-V def2-TZVPD RIJCOSX def2/J DEFGRID3
* xyz 0 1
C 2.24498 0.82199 0.20917
C 1.22701 -0.01482 0.39619
C -1.37098 0.67545 0.69651
C -0.76126 -1.11655 -1.09071
N -0.61037 0.14064 -0.42925
F 3.51726 0.71092 0.77361
F 1.11148 -0.98451 1.29668
H 2.31028 1.51031 -0.62732
H -1.88921 -0.03114 1.37262
H -0.86915 1.48082 1.21311
H -2.23017 1.13675 0.07945
H -0.08061 -1.12678 -1.94238
H -0.78689 -1.98926 -0.39144
H -1.81237 -1.21383 -1.55624
*
```

Calculated values
**HOMO-LUMO gap**: 9.7461 eV
**Molar mass**: 107.1 Da
**F_max**: 5.976 eV/A
**LUMO**: 0.7 eV
**Energy relative to the best compared isomer or geometry (same formula, charge and spin)**: 386.5 kJ/mol